# 1
Computed, not measured: one molecule with the formula C7H6, with ωB97M-V with the def2-TZVPD basis set.

## Properties
net charge: 0
ΔE to the lowest compared entry with this formula, charge and spin: 133.6 kcal/mol
SMILES string: C1C[C@H]2C3=C4[C@@H]1[C@@]432
E_LUMO (alpha / beta): -0.96 / -0.96 eV
Kohn-Sham gap (alpha / beta): 7.14 / 7.14 eV
electronic energy: -270.02319 a.u.

The geometry in XYZ format:
```
13
C7H6 (ωB97M-V with the def2-TZVPD basis set)
C -0.61888 -0.27747 -0.58739
C 0.10450 0.69433 0.37214
C 1.20079 -0.00713 1.09292
C 0.64583 -1.02364 2.17600
C -0.07700 -1.73490 1.38484
C -0.17104 -1.60713 -0.01206
C 1.38122 -1.39492 0.55831
H -1.75438 -0.18554 -0.53022
H -0.55372 -0.13945 -1.68261
H 0.61170 1.35999 -0.30449
H -0.62053 1.26947 0.86978
H 2.03268 0.47514 1.28647
H -0.42972 -2.48374 -0.61345
```

Mulliken atomic charge list, values in e, 2 entries: C -0.55; C -0.72

# 2
Computed, not measured: one molecule with the formula C3H9NO, with ωB97M-V with the def2-TZVPD basis set.

## Properties
net charge: 0
ΔE to the lowest compared entry with this formula, charge and spin: 35.3 kcal/mol
SMILES string: CNCCO
E_LUMO: 1.05 eV
Kohn-Sham gap: 9.68 eV
electronic energy: -249.65749 a.u.

The geometry in XYZ format:
```
14
C3H9NO (ωB97M-V with the def2-TZVPD basis set)
C 0.69732 1.25216 -1.59999
N 0.53623 0.94372 -0.18578
C -0.42319 -0.12907 0.08355
C -0.05780 -0.94651 1.31728
O -1.23544 -1.72824 1.58554
H -0.21037 1.78355 -1.95318
H 0.84273 0.34301 -2.17817
H 1.64327 1.73551 -1.83679
H 0.37008 1.81149 0.29756
H -1.41660 0.33456 0.22353
H -0.46052 -0.81620 -0.75644
H 0.76394 -1.62736 1.09829
H 0.02864 -0.30450 2.19554
H -1.07828 -2.65211 1.70907
```

Mulliken atomic charge list, values in e, 2 entries: C -0.87; N -0.36

# 3
Computed, not measured: a 2-piece molecular cluster, H2N2O3 overall, with ωB97M-V with the def2-TZVPD basis set.

## Properties
<S²>: 2.008
net charge: 0
ΔE to the lowest compared entry with this formula, charge and spin: 133.2 kcal/mol
E_LUMO (alpha / beta): 0.62 / -4.33 eV
Kohn-Sham gap (alpha / beta): 7.02 / 7.69 eV
spin multiplicity: 3
electronic energy: -335.96608 a.u.

The geometry in XYZ format:
```
7
H2N2O3 (ωB97M-V with the def2-TZVPD basis set)
N -0.35844 0.44036 -0.41420
N 0.47147 -0.38341 0.37541
O -0.89210 -0.20713 0.73333
O -0.74675 0.00803 -1.56609
O 1.32607 0.28886 1.16900
H -0.82070 -1.34079 -1.65067
H 1.02045 1.19407 1.35323
```

Mulliken atomic charge list, values in e, 2 entries: N 0.23; N 0.22

# 4
Computed, not measured: C12H8BrCoF5N2OS2Te as an isolated structure, with ωB97M-V with the def2-TZVPD basis set.

## Properties
<S²>: 6.086
net charge: +1
ΔE to the lowest compared entry with this formula, charge and spin: 9.3 kcal/mol
E_LUMO (alpha / beta): -5.71 / -7.50 eV
Kohn-Sham gap (alpha / beta): 6.58 / 4.79 eV
spin multiplicity: 5
electronic energy: -6167.04494 a.u.

The geometry in XYZ format:
```
33
C12H8BrCoF5N2OS2Te (ωB97M-V with the def2-TZVPD basis set)
Co 0.54735 -0.49136 -0.54967
S 2.90525 -0.09354 -0.34767
C 2.14129 1.31932 0.11273
N 0.81320 1.18630 0.32535
C 0.18259 2.35945 0.46897
C -1.20915 2.55510 0.60245
C -1.65772 3.83825 0.67252
C -0.75674 4.93850 0.66595
C 0.60964 4.77194 0.54607
C 1.08237 3.47612 0.42997
S 2.70736 2.94563 0.17840
H -1.87692 1.70613 0.61494
H -2.72096 4.02531 0.72524
H -1.15474 5.94031 0.75648
H 1.28011 5.61926 0.53005
F -2.32178 1.27571 -1.98400
Te -1.57811 -0.34919 -2.52403
F 0.12146 0.74025 -2.32196
F -1.71853 0.52376 -4.16627
F -3.32011 -0.95312 -2.23963
F 0.62135 -1.74677 -1.82527
O -1.21774 -0.52124 -0.61460
Br -2.03019 -5.43813 0.40296
C -0.46834 -4.43844 0.69792
C 0.74443 -5.05955 0.92994
C 1.84791 -4.26039 1.17663
C 1.70624 -2.88846 1.12171
N 0.54414 -2.28977 0.83641
C -0.53464 -3.05827 0.66016
H 0.82242 -6.13803 0.92441
H 2.81303 -4.69818 1.38766
H 2.54798 -2.24197 1.33105
H -1.47245 -2.55493 0.47513
```

Mulliken atomic charge list, values in e, 2 entries: Co 0.28; S -0.16

# 5
Computed, not measured: C20H44AsN6O4Si2Tc as an isolated structure, with ωB97M-V with the def2-TZVPD basis set.

## Properties
<S²>: 3.760
net charge: +1
E_LUMO (alpha / beta): -2.34 / -2.64 eV
Kohn-Sham gap (alpha / beta): 8.05 / 7.18 eV
spin multiplicity: 4
electronic energy: -4313.40828 a.u.

The geometry in XYZ format:
```
78
C20H44AsN6O4Si2Tc (ωB97M-V with the def2-TZVPD basis set)
Tc -0.36239 0.18305 -0.28087
N -0.83593 -2.58557 -0.74467
C 0.61462 -2.88273 -0.86213
C 1.31467 -2.31317 0.35607
O 2.13539 -2.96725 0.97563
N 0.84436 -1.08417 0.75401
C 1.20410 -0.76682 2.13364
C 0.40857 0.38406 2.65812
O 0.32331 0.66432 3.81355
O -0.20939 1.17066 1.65599
H -1.16152 -2.89427 0.16304
H -1.35442 -3.12653 -1.42312
H 0.99333 -2.40560 -1.76324
H 0.84706 -3.93882 -0.90096
H 2.25750 -0.49654 2.25210
H 1.05318 -1.61256 2.78980
C -3.27863 4.34616 1.00314
Si -2.37458 3.79619 2.51678
C -1.92962 5.27022 3.55336
C -3.29773 2.56208 3.53649
As -0.12975 3.06452 2.25588
Si 0.79259 4.06836 0.31038
C 1.29479 5.69676 1.05635
C -0.08372 4.41099 -1.29781
C 2.27740 3.00266 -0.04283
H -4.05167 5.07575 1.29303
H -3.76899 3.50964 0.48763
H -2.59940 4.83603 0.29436
H -2.81824 5.85415 3.81992
H -1.22918 5.93864 3.03289
H -1.44254 4.93522 4.47548
H -4.00195 3.08824 4.19563
H -2.59538 2.00331 4.16803
H -3.86332 1.84334 2.93533
H 0.44577 6.39628 1.08560
H 2.09846 6.16442 0.46899
H 1.65840 5.56479 2.08177
H -1.17234 4.29633 -1.25393
H 0.31280 3.74766 -2.07828
H 0.13831 5.44647 -1.59672
H 2.88675 2.88374 0.86176
H 2.90905 3.44344 -0.82672
H 1.98144 2.00372 -0.36620
C -3.12535 3.63996 -3.76465
C -3.01323 2.68365 -2.61930
C -3.95389 2.15350 -1.76097
C -3.24282 1.33897 -0.86480
N -1.94773 1.36341 -1.15999
N -1.83754 2.17431 -2.23366
C -3.75615 0.48246 0.25246
H -4.01832 4.25115 -3.65392
H -3.19870 3.11045 -4.71878
H -2.25876 4.30523 -3.81228
H -5.02462 2.33590 -1.77680
H -0.93394 2.36194 -2.62717
H -4.67527 0.89951 0.66296
H -3.01818 0.39895 1.05700
H -3.97968 -0.52836 -0.10582
C 1.10460 -0.24914 -5.73373
N 0.86969 0.30925 -4.38625
C 2.07328 0.83279 -3.72319
C -0.12344 -0.14579 -3.57929
O 0.11153 -0.23966 -2.35148
N -1.31513 -0.43930 -4.12246
C -1.73881 0.04198 -5.43545
C -2.34418 -1.15182 -3.35907
H 2.12467 -0.62522 -5.77946
H 0.98273 0.49914 -6.51565
H 0.44248 -1.08706 -5.93523
H 2.62541 1.42837 -4.44406
H 2.71458 0.02733 -3.36093
H 1.81240 1.46080 -2.87502
H -1.15588 0.90664 -5.74180
H -2.78197 0.34452 -5.35738
H -1.67353 -0.72534 -6.20462
H -1.95793 -1.45004 -2.39762
H -2.67075 -2.03531 -3.91337
H -3.21065 -0.50099 -3.21001
```

Mulliken atomic charge list, values in e, 2 entries: Tc 0.48; N -0.47